C29H53FGaO10S as an isolated structure at a distorted geometry. Source: OMol25; level of theory: wB97M-V/def2-TZVPD.

Each line ends with the Löwdin charge.
Cartesian coordinates (Å):
C -4.00 -1.20 0.39  -0.104
C -3.52 -2.48 -0.48  -0.187
C -4.31 -3.82 -0.48  -0.071
C -3.74 -4.98 -1.34  -0.040
C -2.43 -4.83 -2.19  -0.087
C -1.97 -6.15 -2.99  -0.365
C -2.21 -6.06 -4.58  -0.095
C -0.43 -6.56 -2.60  -0.094
C -1.61 -3.48 -2.20  -0.141
O -0.41 -3.41 -2.95  -0.185
C 0.10 -2.05 -3.07  -0.260
Ga 1.79 -1.84 -4.24  0.368
O 1.42 -2.16 -6.06  -0.346
S 3.57 -3.05 -3.38  0.668
O 4.00 -2.32 -2.11  -0.453
O 4.75 -2.99 -4.32  -0.434
F 3.11 -4.61 -2.92  -0.322
C -2.20 -2.33 -1.32  0.037
H -5.05 -1.37 0.82  0.065
H -4.00 -0.27 -0.29  0.073
H -3.31 -0.98 1.26  0.045
H -5.26 -3.86 0.15  0.075
H -4.30 -5.98 -1.33  0.076
H -2.60 -7.04 -2.61  0.113
H -1.30 -6.49 -5.14  0.075
H -2.42 -5.00 -4.96  0.084
H -3.08 -6.77 -4.85  0.069
H -0.29 -7.71 -2.59  0.073
H 0.27 -6.09 -3.36  0.073
H -0.27 -6.18 -1.52  0.086
H -0.76 -1.38 -3.41  0.087
H 0.39 -1.72 -2.00  0.082
H 2.22 -0.28 -4.14  -0.020
H 1.40 -1.27 -6.49  -0.033
H -1.67 -1.33 -1.23  0.059
C -0.47 1.45 1.37  -0.016
C -1.41 1.74 0.23  -0.487
O -1.61 0.93 -0.65  0.055
C -2.08 3.09 0.22  -0.023
H -0.06 0.45 1.25  0.094
H 0.35 2.17 1.37  0.069
H -1.01 1.49 2.32  0.082
H -1.33 3.88 0.17  0.067
H -2.70 3.20 1.11  0.084
H -2.73 3.16 -0.66  0.083
C 2.91 3.87 3.09  -0.006
C 1.63 3.87 3.87  -0.491
O 0.77 3.01 3.68  0.005
C 1.43 4.95 4.89  -0.017
H 2.92 3.03 2.39  0.087
H 3.00 4.80 2.52  0.081
H 3.76 3.76 3.77  0.089
H 1.45 5.93 4.39  0.044
H 2.21 4.89 5.65  0.088
H 0.46 4.83 5.37  0.090
C 5.07 0.73 -8.04  -0.033
C 4.32 -0.49 -7.54  -0.484
O 3.11 -0.50 -7.47  0.051
C 5.14 -1.68 -7.12  -0.025
H 4.35 1.51 -8.30  0.077
H 5.73 1.11 -7.26  0.082
H 5.64 0.47 -8.93  0.077
H 5.81 -1.41 -6.30  0.086
H 5.72 -2.04 -7.98  0.082
H 4.48 -2.47 -6.79  0.073
C -1.03 7.09 1.85  -0.009
C 0.46 7.29 2.00  -0.473
O 1.00 7.19 3.08  0.029
C 1.25 7.60 0.75  -0.017
H -1.46 6.87 2.82  0.088
H -1.48 8.00 1.46  0.089
H -1.23 6.25 1.17  0.075
H 0.89 8.54 0.32  0.087
H 1.15 6.79 0.03  0.090
H 2.30 7.72 1.01  0.085
C -2.87 -0.46 5.49  -0.031
C -3.74 -0.46 4.27  -0.478
O -3.40 -1.02 3.24  0.046
C -5.07 0.26 4.35  -0.023
H -1.96 -1.01 5.29  0.057
H -2.61 0.57 5.76  0.086
H -3.40 -0.94 6.32  0.086
H -4.90 1.32 4.57  0.082
H -5.69 -0.19 5.13  0.082
H -5.59 0.18 3.40  0.079
C 1.98 0.89 5.12  -0.017
C 1.24 -0.33 5.61  -0.468
O 0.03 -0.35 5.69  0.051
C 2.07 -1.53 6.00  -0.023
H 1.27 1.68 4.88  0.049
H 2.65 1.26 5.91  0.091
H 2.55 0.64 4.22  0.099
H 2.74 -1.26 6.82  0.082
H 2.64 -1.88 5.14  0.089
H 1.40 -2.33 6.33  0.083

Its largest force on an atom is 5.53 eV Å⁻¹. The total energy comes out at -4311.87431 Eh. The highest occupied orbital energy comes out at -4.9 eV. The HOMO-LUMO gap is 0.2422 Eh. Its LUMO energy is 1.648 eV. Its charge is -1.

A 2-piece molecular cluster, C9H20PS overall at a distorted geometry. Source: OMol25; level of theory: wB97M-V/def2-TZVPD.

Each line ends with the Löwdin charge.
Cartesian coordinates (Å):
C 1.27 1.05 1.66  -0.148
C 2.05 0.03 0.84  -0.214
C -0.20 0.71 1.28  -0.472
C 1.49 -0.13 -0.56  -0.545
C -2.71 1.42 1.27  -0.049
C 1.68 -1.44 -2.75  -0.079
C -2.07 -1.98 -0.37  0.024
C -1.25 1.67 1.76  -0.253
C 1.93 -1.43 -1.18  -0.238
P -0.25 0.22 -0.49  0.849
S -0.74 1.61 -1.94  0.620
H 1.39 0.64 2.71  0.159
H 1.46 2.05 1.31  0.126
H 3.11 0.37 0.65  0.154
H 1.91 -0.94 1.30  0.120
H -0.43 -0.31 1.79  0.157
H 2.02 0.63 -1.18  0.141
H -2.80 1.97 0.39  0.026
H -3.24 1.95 2.00  0.073
H -2.95 0.41 1.20  0.051
H 1.44 -2.47 -3.15  0.098
H 2.48 -1.06 -3.37  0.079
H 0.86 -0.82 -2.89  0.000
H -2.96 -1.75 -1.11  0.069
H -2.02 -1.72 0.60  -0.072
H -1.56 -2.86 -0.69  -0.009
H -1.21 1.64 2.83  0.112
H -0.90 2.68 1.69  0.118
H 2.98 -1.67 -1.19  0.114
H 1.29 -2.26 -0.70  0.134
H -2.05 1.80 -1.71  -0.145

The expectation value of S² is 2.007. Its largest force on an atom is 5.99 eV Å⁻¹. The total energy comes out at -1094.02977 Eh. The highest occupied orbital energy (spin up / spin down) comes out at -11.6 / -14.5 eV. The HOMO-LUMO gap (spin up / spin down) is 0.3120 / 0.2735 Eh. Its LUMO energy (spin up / spin down) is -3.136 / -7.073 eV. Its charge is +1. As for the spin multiplicity: 3.

An isolated ion of composition C12H16ClN2O2 and charge +1 at a distorted geometry. Source: OMol25; level of theory: wB97M-V/def2-TZVPD.

Each line ends with the Löwdin charge.
Cartesian coordinates (Å):
C 1.43 3.34 -2.23  -0.118
C 0.54 2.04 -1.73  -0.262
C 1.02 1.40 -0.30  -0.566
Cl 0.40 2.41 1.17  0.543
C 0.72 -0.20 -0.11  -0.037
C 1.97 -1.11 0.54  0.112
C 1.82 -2.73 0.85  -0.003
C 3.00 -3.66 1.53  -0.230
O 3.06 -5.00 1.31  0.022
O 3.99 -3.00 2.43  -0.005
C 0.35 -3.40 0.46  0.074
C -0.81 -2.42 -0.18  0.076
N -0.58 -0.91 -0.42  -0.112
N -1.66 -0.22 -0.96  0.057
C -2.41 0.40 0.00  -0.216
C -2.47 0.05 1.60  -0.058
C -3.42 1.62 -0.55  -0.041
H 1.75 3.16 -3.35  0.094
H 0.73 4.31 -2.26  0.096
H 2.33 3.55 -1.52  0.084
H -0.56 2.46 -1.55  0.089
H 0.45 1.24 -2.58  0.124
H 2.21 1.53 -0.26  0.123
H 3.00 -0.59 0.83  0.134
H 3.45 -2.50 3.14  0.143
H 0.07 -4.54 0.63  0.137
H -1.85 -2.93 -0.44  0.151
H -2.20 1.04 2.19  0.091
H -3.58 -0.29 1.85  0.121
H -1.74 -0.79 1.95  0.078
H -2.80 2.53 -0.99  0.090
H -4.15 1.18 -1.39  0.111
H -4.07 2.02 0.35  0.096

Its largest force on an atom is 9.88 eV Å⁻¹. The SMILES is CC[C@@H](Cl)c1cc(C(=O)O)cc[n+]1N=C(C)C. The total energy comes out at -1186.34038 Eh. The highest occupied orbital energy comes out at -13.5 eV. The HOMO-LUMO gap is 0.2925 Eh. Its LUMO energy is -5.576 eV. Its charge is +1.

Question: Which of these has the lowest charge?
Answer: C29H53FGaO10S